(1)
Computed, not measured: a structure of composition C44H35BiClIN10O6S2, with the ωB97M-V functional and the def2-TZVPD basis.

The electronic energy comes out at -4465.6563 Ha. The calculation puts the LUMO energy at 3.021 eV. The net charge is -2. The calculation puts the relative energy (zero: lowest compared OMol25 entry of this formula, charge and spin) at 36.8 kcal per mole. As for the frontier orbital gap: 2.9 eV.

Last column: Löwdin charge in e.
Cartesian coordinates (Å):
Bi: 1.5190 0.0591 -0.7135  1.4195
C: -2.5621 2.7161 -3.0536  -0.0399
C: -1.2909 2.4452 -3.8201  -0.3155
N: -1.4087 2.4691 -5.1683  0.0325
C: -0.2475 2.3295 -5.8094  -0.1791
C: 0.9818 2.0938 -5.2414  -0.1961
C: 2.1486 1.9338 -6.1487  -0.2441
O: 3.1011 3.0257 -6.0915  -0.1019
C: 1.1405 1.9318 -3.7954  -0.1663
C: 2.4107 1.5930 -3.3403  -0.1752
N: 2.9211 1.0197 -2.1240  -0.2601
C: 4.2607 0.7365 -2.0872  -0.3952
C: 5.0361 0.4911 -3.2469  -0.0247
C: 6.3957 0.2588 -3.2001  -0.1042
C: 7.0896 0.2493 -1.9965  -0.1297
C: 6.3713 0.4711 -0.8291  -0.1933
C: 5.0159 0.7175 -0.8909  -0.6111
I: 4.0158 1.0598 0.9325  0.9401
C: -0.1218 2.2249 -3.1262  -0.2031
O: -0.3084 2.4342 -1.7584  -0.1921
H: -3.3255 3.0406 -3.7604  0.0598
H: -2.4126 3.4804 -2.2884  0.0657
H: -2.9173 1.8187 -2.5350  0.0617
H: -0.3048 2.3786 -6.8973  0.0920
H: 1.8032 1.8850 -7.1837  0.0994
H: 2.6903 1.0056 -5.9199  0.1035
H: 2.9521 3.4533 -5.2407  0.0637
H: 3.1921 1.7218 -4.0686  0.0480
H: 4.5207 0.4322 -4.1951  0.0971
H: 6.9221 0.0593 -4.1271  0.0938
H: 8.1566 0.0720 -1.9593  0.0824
H: 6.8679 0.4535 0.1324  0.0751
O: 4.5501 -6.2540 -1.2294  0.0840
C: 3.4514 -6.5798 -0.6002  -0.5410
O: 3.2421 -7.7046 -0.1857  0.0169
C: 2.4306 -5.4977 -0.4102  -0.0507
C: 1.1453 -5.7144 0.0326  -0.5766
Cl: 0.3961 -7.1668 0.5301  0.7728
N: 0.5063 -4.5183 0.0905  -0.0751
N: 1.3353 -3.5152 -0.2652  0.1600
C: 2.4833 -4.0753 -0.5781  -0.1132
C: 3.6233 -3.1988 -1.0743  -0.5777
O: 4.5720 -3.8226 -1.6328  0.0066
O: 3.5519 -1.9849 -0.8813  -0.0982
C: -0.7950 -4.1989 0.5669  -0.1894
C: -0.9508 -3.0459 1.3245  -0.0108
C: -2.1934 -2.7325 1.8496  -0.0775
C: -3.2837 -3.5583 1.6102  -0.0936
C: -3.1300 -4.6768 0.8047  -0.0863
C: -1.8901 -4.9970 0.2700  -0.0540
H: 4.5716 -5.2162 -1.4571  0.0403
H: -0.0986 -2.3978 1.4656  0.0867
H: -2.3096 -1.8310 2.4383  0.0982
H: -4.2526 -3.3113 2.0251  0.0981
H: -3.9833 -5.3020 0.5713  0.0980
H: -1.7799 -5.8514 -0.3805  0.0863
S: 0.3259 -1.1708 -2.8287  0.5821
C: -1.1230 -0.9697 -1.9602  -1.1273
N: -1.2158 -0.2598 -0.8652  -0.0668
C: -2.4985 -0.2172 -0.3763  -0.3390
C: -2.9091 0.4812 0.7578  -0.0255
C: -4.2378 0.4238 1.1423  -0.0999
C: -5.1713 -0.3028 0.3997  -0.1132
C: -4.7810 -0.9863 -0.7427  -0.1063
C: -3.4468 -0.9415 -1.1199  -0.4920
S: -2.6528 -1.6879 -2.4719  1.0014
H: -2.1790 1.0514 1.3211  0.1023
H: -4.5601 0.9543 2.0292  0.0725
H: -6.2065 -0.3332 0.7173  0.0891
H: -5.4977 -1.5536 -1.3239  0.1005
C: 0.7103 2.2001 -0.8266  -0.3835
H: 1.5793 2.8460 -0.9958  0.0535
H: 0.2555 2.4504 0.1387  0.0278
C: 1.0877 2.8495 2.7993  -0.0245
C: 0.8200 1.4821 3.3307  -0.3657
N: 1.1994 0.3662 2.7683  0.0771
C: 0.8276 -0.6444 3.6269  -0.1282
C: 0.2017 -0.1318 4.7178  -0.0576
N: 0.1923 1.2390 4.5256  -0.0289
C: -0.3920 2.2058 5.4123  -0.0768
N: -1.8326 2.1130 5.4984  -0.0539
N: -2.3878 1.4521 6.5369  0.0453
N: -3.6587 1.4496 6.4185  0.0640
C: -3.9847 2.1240 5.2590  -0.2354
C: -5.2306 2.4126 4.6933  -0.0223
C: -5.2376 3.1271 3.5206  -0.0988
C: -4.0365 3.5454 2.9054  -0.0806
C: -2.8058 3.2695 3.4505  -0.0035
C: -2.8068 2.5512 4.6518  -0.1611
H: 1.5482 2.7554 1.8194  0.0224
H: 1.7789 3.3968 3.4453  0.0882
H: 0.1793 3.4423 2.6880  0.0583
H: 1.0394 -1.6758 3.4017  0.0997
H: -0.2533 -0.5840 5.5827  0.1099
H: -0.1183 3.1998 5.0654  0.1330
H: -0.0236 2.0649 6.4266  0.1356
H: -6.1433 2.0742 5.1647  0.1101
H: -6.1791 3.3615 3.0417  0.1034
H: -4.0833 4.0773 1.9643  0.1137
H: -1.8973 3.5826 2.9572  0.0945

---

(2)
Computed, not measured: a structure of composition C44H35BiClIN10O6S2 at a distorted geometry, with the ωB97M-V functional and the def2-TZVPD basis.

The electronic energy comes out at -4465.6622 Ha. The calculation puts the LUMO energy at 3.483 eV. The net charge is -2. The calculation puts the relative energy (zero: lowest compared OMol25 entry of this formula, charge and spin) at 33.1 kcal per mole. As for the frontier orbital gap: 4.5 eV.

Last column: Löwdin charge in e.
Cartesian coordinates (Å):
Bi: -1.0121 0.1734 0.2601  1.4639
C: -5.1599 0.2786 1.8307  -0.0300
C: -4.9951 -0.9790 1.0374  -0.2687
N: -5.7253 -2.0274 1.3256  0.1087
C: -5.5540 -3.1612 0.5954  -0.1245
C: -4.6822 -3.2803 -0.4476  -0.1830
C: -4.6374 -4.5574 -1.2369  -0.2134
O: -5.2386 -4.4372 -2.5433  -0.0749
C: -3.8521 -2.1725 -0.7749  -0.0875
C: -2.9066 -2.2471 -1.8554  -0.0807
N: -2.1593 -1.2583 -2.1672  -0.0143
C: -1.2362 -1.2283 -3.1929  -0.3475
C: -0.7337 -2.3205 -3.9129  -0.0259
C: 0.1662 -2.1360 -4.9448  -0.0965
C: 0.5927 -0.8609 -5.2986  -0.1072
C: 0.1383 0.2395 -4.5854  -0.1718
C: -0.7417 0.0397 -3.5386  -0.5584
I: -1.4455 1.6582 -2.3509  1.0316
C: -4.0048 -0.9721 -0.0126  -0.3345
O: -3.3377 0.1043 -0.2284  -0.3099
H: -5.8691 0.1204 2.6426  0.0686
H: -5.4996 1.0906 1.1805  0.0781
H: -4.1842 0.5827 2.2207  0.0644
H: -6.1738 -4.0057 0.8861  0.0961
H: -5.2213 -5.3223 -0.7271  0.1111
H: -3.6121 -4.9247 -1.3253  0.1062
H: -4.8311 -3.6866 -2.9835  0.0589
H: -2.8620 -3.1773 -2.4384  0.1147
H: -1.0335 -3.3230 -3.6252  0.1109
H: 0.5572 -2.9975 -5.4732  0.1011
H: 1.3017 -0.7231 -6.1069  0.0942
H: 0.4765 1.2381 -4.8332  0.0856
O: -1.0419 -3.3203 5.9708  0.1069
C: 0.1756 -2.8598 5.8918  -0.5299
O: 1.0317 -3.1778 6.6953  0.0181
C: 0.5052 -1.8860 4.7899  -0.0386
C: 1.7181 -1.2361 4.7368  -0.5759
Cl: 3.0834 -1.4142 5.7406  0.7930
N: 1.7127 -0.4064 3.6601  -0.0735
N: 0.5600 -0.5068 2.9823  0.1655
C: -0.1869 -1.3692 3.6371  -0.1102
C: -1.5850 -1.6481 3.1305  -0.5686
O: -2.3559 -2.2782 3.8901  0.0111
O: -1.9548 -1.2165 2.0078  -0.1838
C: 2.7797 0.4445 3.2328  -0.2036
C: 3.2507 0.3338 1.9389  -0.0053
C: 4.3606 1.0738 1.5567  -0.0837
C: 4.9759 1.9361 2.4529  -0.1034
C: 4.4661 2.0716 3.7391  -0.0908
C: 3.3711 1.3211 4.1347  -0.0527
H: -1.6293 -2.9500 5.1964  0.0949
H: 2.7694 -0.3399 1.2345  0.1071
H: 4.7498 0.9424 0.5522  0.1069
H: 5.8498 2.5040 2.1519  0.0947
H: 4.9237 2.7598 4.4401  0.0969
H: 2.9757 1.4125 5.1365  0.1025
S: 2.4200 -1.8752 -1.7266  0.4069
C: 1.4413 -3.0605 -1.0320  -1.1816
N: 0.3667 -2.9458 -0.2925  -0.0137
C: -0.1766 -4.1639 0.0808  -0.3272
C: -1.3235 -4.3283 0.8613  -0.0196
C: -1.7381 -5.6071 1.2073  -0.1013
C: -1.0369 -6.7314 0.7737  -0.1278
C: 0.0842 -6.5890 -0.0349  -0.1265
C: 0.5047 -5.3095 -0.3771  -0.5243
S: 1.8636 -4.8144 -1.3349  0.8966
H: -1.8750 -3.4525 1.1871  0.0922
H: -2.6169 -5.7232 1.8311  0.0993
H: -1.3616 -7.7208 1.0776  0.0851
H: 0.6329 -7.4566 -0.3846  0.0908
C: -1.6226 1.8540 1.4149  -0.4914
H: -2.3844 2.4996 0.9704  -0.1070
H: -1.7604 1.6814 2.4867  -0.0980
C: 2.4324 1.7339 -2.2383  -0.0453
C: 2.1731 2.4053 -0.9326  -0.3964
N: 1.2413 2.0813 -0.0721  0.0403
C: 1.3749 2.9404 1.0032  -0.1448
C: 2.4066 3.7962 0.7813  -0.0642
N: 2.9197 3.4528 -0.4640  -0.0407
C: 3.9155 4.1791 -1.1829  -0.0773
N: 3.4725 5.5269 -1.4813  -0.0542
N: 4.2553 6.5788 -1.1750  0.0420
N: 3.6915 7.6566 -1.5676  0.0509
C: 2.4881 7.3292 -2.1499  -0.2427
C: 1.5051 8.1301 -2.7367  -0.0294
C: 0.3912 7.4948 -3.2349  -0.0945
C: 0.2335 6.0967 -3.1428  -0.0715
C: 1.1933 5.2937 -2.5706  0.0121
C: 2.3339 5.9436 -2.0922  -0.1574
H: 1.8845 0.7926 -2.2676  0.0068
H: 3.4936 1.4957 -2.3568  0.0814
H: 2.1121 2.3546 -3.0835  0.0643
H: 0.6516 2.8750 1.8088  0.0622
H: 2.8257 4.6049 1.3612  0.1135
H: 4.1285 3.6401 -2.1022  0.1298
H: 4.8314 4.2768 -0.6055  0.1319
H: 1.6267 9.2049 -2.7849  0.1059
H: -0.3907 8.0807 -3.7028  0.0964
H: -0.6720 5.6356 -3.5171  0.1037
H: 1.0342 4.2257 -2.4774  0.0815

---

(3)
Computed, not measured: a cluster of 6 separate species, C44H35F6NOS in total at a distorted geometry, with the ωB97M-V functional and the def2-TZVPD basis.

The electronic energy comes out at -2824.9733 Ha. The calculation puts the LUMO energy at 0.560 eV. The net charge is 0. The calculation puts the relative energy (zero: lowest compared OMol25 entry of this formula, charge and spin) at 64.8 kcal per mole. As for the frontier orbital gap: 8.6 eV. Its SMILES is O=C(F)Cc1cccc2c1Nc1ccccc1S2.Fc1ccccc1.Fc1ccccc1.Fc1ccccc1.Fc1ccccc1.Fc1ccccc1.

Last column: Löwdin charge in e.
Cartesian coordinates (Å):
O: 2.5828 -4.1423 4.3646  0.1596
C: 1.4168 -4.3418 4.3840  -0.4145
F: 0.7507 -4.9543 5.4320  0.0604
C: 0.5637 -3.9286 3.1237  -0.0348
C: 1.4462 -4.2650 1.8634  -0.1337
C: 1.9530 -5.6217 1.5987  -0.0280
C: 2.7362 -5.9034 0.3920  -0.0622
C: 3.0402 -4.8260 -0.5780  -0.0800
C: 2.5430 -3.4932 -0.2765  -0.4055
C: 1.7499 -3.1543 0.9387  -0.1890
N: 1.2890 -1.7987 1.1806  0.0222
C: 2.3565 -0.8144 1.0771  -0.2264
C: 2.6196 0.1674 2.1330  -0.0051
C: 3.7267 1.1207 1.9479  -0.0939
C: 4.5744 1.1882 0.7618  -0.0650
C: 4.3191 0.1979 -0.3022  -0.0842
C: 3.2423 -0.7626 -0.1230  -0.3990
S: 2.8869 -2.0607 -1.3733  0.9388
H: -0.4428 -4.4272 3.0855  0.0993
H: 0.3997 -2.8142 3.1998  0.1236
H: 1.7679 -6.4848 2.2915  0.1164
H: 3.1590 -6.9064 0.1437  0.0980
H: 3.6515 -5.0132 -1.4872  0.0991
H: 0.5615 -1.6154 0.4769  0.0904
H: 1.9891 0.1938 3.0603  0.1076
H: 3.9037 1.8361 2.7873  0.0957
H: 5.3871 1.9525 0.7194  0.0998
H: 4.9503 0.2055 -1.2192  0.0888
F: -0.5629 -2.2010 -1.0819  0.0378
C: -1.5835 -1.3952 -1.4367  -0.2735
C: -1.6347 -0.1069 -0.9356  -0.0082
C: -2.6836 0.7252 -1.3049  -0.0690
C: -3.6730 0.2544 -2.1618  -0.0880
C: -3.6113 -1.0440 -2.6541  -0.0733
C: -2.5570 -1.8732 -2.2942  -0.0227
H: -0.8585 0.2391 -0.2624  0.1154
H: -2.7312 1.7393 -0.9253  0.0939
H: -4.4940 0.9030 -2.4460  0.0947
H: -4.3847 -1.4107 -3.3184  0.1077
H: -2.4874 -2.8849 -2.6748  0.1108
F: -3.6624 3.9598 0.2751  0.0537
C: -4.9532 3.9319 -0.1013  -0.2913
C: -5.2681 3.8832 -1.4490  -0.0300
C: -6.6012 3.8492 -1.8371  -0.0838
C: -7.6045 3.8747 -0.8755  -0.0966
C: -7.2763 3.9284 0.4737  -0.0813
C: -5.9434 3.9517 0.8644  -0.0166
H: -4.4734 3.8720 -2.1854  0.1169
H: -6.8579 3.8034 -2.8888  0.1055
H: -8.6446 3.8524 -1.1796  0.1016
H: -8.0590 3.9523 1.2224  0.1057
H: -5.6699 3.9848 1.9117  0.1174
F: -5.3540 -5.4818 -1.1118  0.0605
C: -4.4670 -5.6803 -0.1216  -0.2845
C: -3.2108 -5.1086 -0.2124  -0.0064
C: -2.2960 -5.3094 0.8129  -0.0714
C: -2.6450 -6.0881 1.9113  -0.0974
C: -3.9091 -6.6610 1.9876  -0.0814
C: -4.8286 -6.4519 0.9680  -0.0189
H: -2.9548 -4.5121 -1.0791  0.0958
H: -1.3106 -4.8595 0.7556  0.0935
H: -1.9288 -6.2484 2.7097  0.0934
H: -4.1786 -7.2709 2.8417  0.1054
H: -5.8210 -6.8830 1.0143  0.1166
F: 4.3186 0.5817 -3.0339  0.0199
C: 3.9931 1.7142 -3.6849  -0.2764
C: 2.7793 2.3209 -3.4190  -0.0089
C: 2.4447 3.4921 -4.0861  -0.0791
C: 3.3228 4.0356 -5.0176  -0.0984
C: 4.5375 3.4123 -5.2784  -0.0854
C: 4.8783 2.2468 -4.6040  -0.0174
H: 2.1053 1.8778 -2.6957  0.1187
H: 1.4999 3.9808 -3.8807  0.1055
H: 3.0586 4.9475 -5.5408  0.1004
H: 5.2193 3.8342 -6.0072  0.1043
H: 5.8241 1.7518 -4.7876  0.1169
F: 2.2611 3.7927 0.5683  0.0562
C: 2.6325 4.6862 1.4985  -0.2991
C: 1.7612 4.9968 2.5276  -0.0185
C: 2.1481 5.9182 3.4926  -0.0840
C: 3.3961 6.5256 3.4118  -0.0999
C: 4.2602 6.2086 2.3705  -0.0845
C: 3.8795 5.2794 1.4106  -0.0218
H: 0.7899 4.5193 2.5696  0.1166
H: 1.4767 6.1631 4.3070  0.1044
H: 3.6949 7.2476 4.1631  0.1002
H: 5.2311 6.6854 2.3060  0.1045
H: 4.5433 5.0136 0.5970  0.1156

---

(4)
Computed, not measured: a structure of composition C44H36F6N2O6P2RuS2 at a distorted geometry, with the ωB97M-V functional and the def2-TZVPD basis.

As for the spin multiplicity: 2. The electronic energy comes out at -4432.3540 Ha. The calculation puts the LUMO energy (alpha / beta) at 0.993 / 0.749 eV. The net charge is -1. The calculation puts the relative energy (zero: lowest compared OMol25 entry of this formula, charge and spin) at 59.7 kcal per mole. As for the frontier orbital gap (alpha / beta): 4.5 / 3.9 eV.

Last column: Mulliken spin population.
Cartesian coordinates (Å):
Ru: 0.4306 0.3367 -0.0329  1.0451
C: 3.0888 -0.2580 3.6331  -0.0038
N: 2.1179 -0.3089 2.5545  0.0170
P: 0.3996 0.0431 2.6542  0.0401
C: 0.3847 1.8721 2.8010  -0.0159
C: 1.3959 2.6473 2.2464  -0.0044
C: 1.3479 4.0267 2.3454  0.0008
C: 0.2871 4.6405 2.9873  -0.0025
C: -0.7289 3.8720 3.5312  0.0011
C: -0.6826 2.4944 3.4410  -0.0056
C: 0.1041 -0.2821 4.4492  0.0248
C: -0.7860 -1.2934 4.7910  -0.0041
C: -1.1860 -1.4649 6.1053  0.0050
C: -0.7041 -0.6198 7.0931  -0.0001
C: 0.1862 0.3900 6.7609  0.0015
C: 0.5815 0.5643 5.4491  0.0003
P: 2.4852 -0.3962 0.8889  0.0144
C: 2.6696 -2.1656 0.4995  -0.0275
C: 2.0662 -3.1613 1.2579  0.0056
C: 2.0264 -4.4581 0.7804  -0.0019
C: 2.5721 -4.7631 -0.4545  0.0052
C: 3.1967 -3.7781 -1.2028  -0.0060
C: 3.2419 -2.4818 -0.7317  -0.0025
C: 4.2430 0.1248 0.7506  -0.0063
C: 4.5253 1.3730 0.2046  0.0001
C: 5.8360 1.7587 -0.0155  -0.0026
C: 6.8757 0.8958 0.2898  0.0000
C: 6.6024 -0.3512 0.8272  -0.0007
C: 5.2945 -0.7401 1.0526  0.0021
H: 2.6746 -0.7503 4.5146  0.0004
H: 3.3525 0.7712 3.8990  -0.0002
H: 3.9951 -0.7825 3.3330  -0.0002
H: 2.2215 2.1654 1.7300  0.0022
H: 2.1360 4.6250 1.9123  -0.0002
H: 0.2458 5.7183 3.0586  -0.0003
H: -1.5627 4.3499 4.0247  0.0001
H: -1.4798 1.8890 3.8481  0.0009
H: -1.1766 -1.9303 4.0086  0.0011
H: -1.8850 -2.2496 6.3621  0.0002
H: -1.0272 -0.7384 8.1184  0.0001
H: 0.5681 1.0535 7.5261  0.0001
H: 1.2594 1.3657 5.1911  0.0003
H: 1.6127 -2.9000 2.2051  0.0014
H: 1.5465 -5.2338 1.3600  -0.0001
H: 2.4909 -5.7635 -0.8523  0.0003
H: 3.6183 -4.0182 -2.1680  0.0002
H: 3.6901 -1.6920 -1.3227  0.0035
H: 3.7058 2.0235 -0.0746  -0.0011
H: 6.0475 2.7279 -0.4408  -0.0001
H: 7.8975 1.1862 0.0917  0.0000
H: 7.4139 -1.0275 1.0591  0.0000
H: 5.0858 -1.7274 1.4436  0.0004
F: 0.7987 3.1177 -3.6305  0.0002
C: 0.6474 3.6894 -2.4172  -0.0006
F: 1.7972 3.5018 -1.7506  -0.0005
F: 0.5366 5.0128 -2.6404  -0.0002
S: -0.9099 2.9128 -1.4447  0.0071
O: -0.1559 2.5946 -0.1788  -0.0057
O: -1.7442 4.0973 -1.2648  -0.0016
N: 0.6671 0.6341 -2.2700  -0.0794
S: -0.6456 -2.4031 -2.1649  -0.0002
O: 0.0995 -2.1768 -0.9433  -0.0131
O: -1.4398 -3.5923 -2.2613  0.0033
C: 0.7072 -2.7736 -3.4882  -0.0043
F: 1.1212 -4.0411 -3.3955  -0.0003
F: 0.1877 -2.6182 -4.7164  0.0000
F: 1.7848 -1.9935 -3.4196  0.0002
C: -0.2980 0.0079 -2.4979  -0.0021
C: -1.2963 -0.8975 -2.7425  0.0577
C: -2.5966 -0.7081 -3.2759  -0.0174
C: -3.6153 -1.6828 -2.9463  -0.0027
C: -4.5688 -2.0857 -3.8928  -0.0033
C: -5.5426 -3.0075 -3.5737  0.0026
C: -5.5915 -3.5690 -2.3065  -0.0053
C: -4.6663 -3.1701 -1.3528  0.0017
C: -3.6917 -2.2471 -1.6637  -0.0040
C: -2.8957 0.4986 -3.9858  -0.0020
C: -4.2231 0.9523 -4.1258  -0.0072
C: -4.5060 2.1632 -4.7151  0.0035
C: -3.4864 2.9822 -5.1798  -0.0080
C: -2.1727 2.5538 -5.0600  0.0075
C: -1.8805 1.3372 -4.4883  -0.0144
H: -4.5198 -1.6734 -4.8907  -0.0006
H: -6.2637 -3.2959 -4.3265  0.0001
H: -6.3364 -4.3150 -2.0701  -0.0006
H: -4.7071 -3.5862 -0.3557  0.0003
H: -2.9968 -1.9278 -0.8976  -0.0083
H: -5.0290 0.3539 -3.7241  -0.0001
H: -5.5350 2.4857 -4.8010  0.0002
H: -3.7126 3.9397 -5.6239  -0.0009
H: -1.3706 3.1822 -5.4153  0.0003
H: -0.8539 1.0166 -4.4326  0.0074
C: -3.6276 1.2945 -0.3455  -0.0021
O: -2.3198 0.6950 -0.4781  0.0315
C: -1.6150 0.3882 0.5991  -0.0304
O: -2.0329 0.4658 1.7424  0.0045
H: -3.5596 2.3241 -0.6982  -0.0007
H: -3.9327 1.2643 0.7019  0.0001
H: -4.3104 0.7226 -0.9727  -0.0002